(1)
Molecular formula: C4H9NO
Method: DFT, ωB97M-V/def2-TZVPD

Each line ends with the Löwdin charge.
Cartesian coordinates (Å):
1 C 0.219 -1.145 0.889  -0.161
2 C 1.683 -0.710 1.129  -0.093
3 C -0.317 -0.508 -0.372  -0.539
4 N -0.781 0.765 -0.262  0.006
5 C -1.339 1.436 -1.438  -0.066
6 O -0.335 -1.107 -1.433  0.051
7 H -0.335 -0.784 1.760  0.107
8 H 0.106 -2.212 0.766  0.111
9 H 2.185 -1.392 1.809  0.066
10 H 2.254 -0.709 0.194  0.080
11 H 1.727 0.292 1.563  0.068
12 H -0.552 1.343 0.528  0.129
13 H -2.065 2.174 -1.101  0.079
14 H -1.899 0.691 -1.975  0.076
15 H -0.551 1.867 -2.055  0.086

HOMO level: -9.54 eV
SMILES string: CCC(=O)NC
Largest force on an atom: 0.02107 Eh/bohr
Kohn-Sham gap: 10.5 eV
LUMO level: 0.91 eV


(2)
Molecular formula: C4H9NO
Method: DFT, ωB97M-V/def2-TZVPD

Each line ends with the Löwdin charge.
Cartesian coordinates (Å):
1 C 0.091 -0.203 1.695  -0.016
2 C 0.066 0.514 0.347  -0.551
3 C -1.156 0.397 -0.468  -0.062
4 C 0.035 -0.385 -0.925  -0.344
5 H -0.486 0.425 2.404  0.093
6 H 1.084 -0.372 2.089  0.073
7 H -0.371 -1.161 1.553  0.062
8 H 1.692 1.448 0.464  0.124
9 H -1.477 1.311 -0.994  0.119
10 H -1.969 -0.240 -0.038  0.128
11 H 0.580 0.117 -1.766  0.143
12 H 0.988 -2.209 -1.371  0.128
13 H -0.747 -2.162 -1.549  0.101
14 N 0.050 -1.816 -0.916  -0.002
15 O 0.768 1.702 0.216  0.004

HOMO level: -8.62 eV
SMILES string: C[C@]1(O)C[C@@H]1N
Largest force on an atom: 0.06448 Eh/bohr
Kohn-Sham gap: 9.5 eV
LUMO level: 0.92 eV


(3)
Molecular formula: C4H9NO
Method: DFT, ωB97M-V/def2-TZVPD

Each line ends with the Löwdin charge.
Cartesian coordinates (Å):
1 C 1.391 0.849 1.250  -0.084
2 N -0.100 0.697 0.834  -0.085
3 C -0.050 -1.340 -0.420  -0.094
4 C -0.261 0.155 -0.500  -0.408
5 C -1.703 0.159 -1.147  -0.178
6 O -2.090 -0.822 -1.782  0.015
7 H 2.118 1.614 0.905  0.080
8 H 1.472 0.707 2.272  0.038
9 H 1.904 -0.038 0.863  0.055
10 H -0.714 1.567 0.948  0.125
11 H -0.808 -1.822 0.095  0.054
12 H -0.026 -1.771 -1.453  0.096
13 H 0.910 -1.690 0.094  0.095
14 H 0.373 0.697 -1.219  0.142
15 H -2.416 1.039 -0.738  0.149

HOMO level: -9.29 eV
SMILES string: CN[C@@H](C)C=O
Largest force on an atom: 0.08584 Eh/bohr
Kohn-Sham gap: 10.2 eV
LUMO level: 0.87 eV


(4)
Molecular formula: C4H9NO
Method: DFT, ωB97M-V/def2-TZVPD

Each line ends with the Löwdin charge.
Cartesian coordinates (Å):
1 C -0.672 0.286 1.486  -0.069
2 C 0.386 0.218 0.294  -0.227
3 C 1.664 -0.854 0.019  -0.039
4 C -0.265 0.097 -1.062  -0.552
5 O 0.370 -0.382 -1.986  0.007
6 N -1.572 0.390 -1.302  0.156
7 H -1.398 -0.535 1.486  0.069
8 H -1.295 1.211 1.444  0.072
9 H -0.219 0.328 2.484  0.066
10 H 0.912 1.174 0.368  0.122
11 H 2.125 -0.898 -1.002  0.079
12 H 2.469 -0.541 0.670  0.048
13 H 1.328 -1.880 0.195  0.067
14 H -2.042 1.128 -0.811  0.090
15 H -1.789 0.257 -2.282  0.110

HOMO level: -9.43 eV
SMILES string: CC(C)C(N)=O
Largest force on an atom: 0.03216 Eh/bohr
Kohn-Sham gap: 10.3 eV
LUMO level: 0.86 eV


(5)
Molecular formula: C4H9NO
Method: DFT, ωB97M-V/def2-TZVPD

Each line ends with the Löwdin charge.
Cartesian coordinates (Å):
1 C 0.975 -0.019 1.456  -0.051
2 C 0.690 0.787 0.198  -0.305
3 N 0.841 0.119 -1.101  0.038
4 C -0.480 0.584 -0.693  -0.264
5 C -1.495 -0.531 -0.503  -0.237
6 O -0.874 -1.761 -0.237  -0.081
7 H 0.131 -0.652 1.739  0.069
8 H 1.836 -0.676 1.297  0.081
9 H 1.210 0.650 2.290  0.071
10 H 1.041 1.818 0.239  0.130
11 H 1.264 0.713 -1.807  0.101
12 H -0.873 1.475 -1.184  0.137
13 H -2.117 -0.593 -1.412  0.113
14 H -2.163 -0.300 0.335  0.120
15 H -0.026 -1.724 -0.715  0.077

HOMO level: -9.68 eV
SMILES string: C[C@H]1N[C@H]1CO
Largest force on an atom: 0.00574 Eh/bohr
Kohn-Sham gap: 10.7 eV
LUMO level: 0.99 eV


(6)
Molecular formula: C4H9NO
Method: DFT, ωB97M-V/def2-TZVPD

Each line ends with the Löwdin charge.
Cartesian coordinates (Å):
1 C -2.078 -0.760 0.105  -0.125
2 C 0.878 1.530 -0.082  -0.061
3 C 1.191 -0.985 -0.193  -0.051
4 C 0.272 0.164 0.229  -0.458
5 N -0.955 0.049 -0.546  -0.047
6 O -2.089 0.618 0.114  -0.064
7 H -2.753 -1.250 -0.582  0.104
8 H -1.847 -1.262 1.038  0.110
9 H 0.983 1.649 -1.156  0.082
10 H 0.232 2.319 0.295  0.075
11 H 1.853 1.618 0.391  0.075
12 H 1.160 -1.800 0.526  0.071
13 H 2.217 -0.638 -0.284  0.072
14 H 0.877 -1.365 -1.163  0.079
15 H 0.060 0.113 1.306  0.136

HOMO level: -9.49 eV
SMILES string: CC(C)N1CO1
Largest force on an atom: 0.05142 Eh/bohr
Kohn-Sham gap: 10.6 eV
LUMO level: 1.14 eV